(1)
C25H33ClN4O in the gas phase. Source: OMol25; level of theory: ωB97M-V/def2-TZVPD.

```
64
Properties=species:S:1:pos:R:3:nbo_charge:R:1
H -2.21120 3.07509 1.62203 0.2097
H -0.00372 4.19999 1.56653 0.1609
C 5.86372 1.43441 -0.08715 -0.0735
H -2.48973 0.55052 1.44247 0.2374
H -5.71609 1.84315 -1.04501 0.2132
C 0.35390 -0.68513 0.58271 0.6630
H -0.17763 1.73824 1.17571 0.3927
C 0.46733 -4.72009 0.45634 -0.3992
H -3.77873 0.18960 -1.78374 0.2088
H -4.47755 3.75818 0.39446 0.2030
H -0.45267 -3.92764 -1.90707 0.1920
H -2.18937 -1.44022 0.33822 0.2289
H 5.34308 -1.90855 -0.36893 0.2391
H -2.07426 -3.80592 1.45069 0.2006
C 1.63020 2.41162 0.55960 -0.2288
C 3.84371 -0.42828 -0.01896 0.3079
N 3.58994 0.93638 0.15853 -0.2961
C 4.58519 1.85695 0.12750 -0.0216
C -0.39164 3.69891 0.65814 -0.2048
N 2.72523 -1.11617 0.05389 -0.4857
H 1.99784 2.82663 1.52468 0.1747
C -1.91472 3.65545 0.74671 -0.4057
C -4.11464 3.30263 -0.52655 -0.3903
H 0.05115 -4.29848 2.51963 0.2080
H 1.27178 -1.42490 -1.68600 0.2283
C 1.73370 -0.21705 0.28435 0.0880
C 1.30937 -4.12398 -0.67903 -0.4223
H 1.04197 -3.52769 -2.73238 0.2132
N -0.19140 -1.59391 -0.24300 -0.4254
H 4.32822 2.89283 0.27764 0.2311
H 1.06102 -5.51893 0.90739 0.2070
H -2.26406 4.68160 0.89005 0.2093
H -0.09311 4.30974 -0.20363 0.1780
H -4.40754 3.93949 -1.36127 0.2076
C -2.58578 3.07651 -0.49762 -0.1988
H -1.40415 -2.40819 2.29619 0.2255
Cl 7.13944 2.59675 -0.13038 0.0220
H -0.38571 -1.53870 -2.30619 0.1893
C -3.61779 1.25354 -1.61060 -0.3794
H 1.86623 -4.94445 -1.13781 0.2025
H -1.48556 1.18463 -0.87821 0.2412
H 2.03378 -3.41856 -0.26851 0.2362
O -0.22000 -0.28066 1.58794 -0.6641
C 0.31505 -1.92607 -1.55201 -0.2088
C -3.07477 0.96769 0.64341 -0.2222
H 7.19016 -0.22701 -0.43635 0.2353
H -5.12488 0.94621 1.34118 0.2110
C -2.48097 1.53275 -0.62123 -0.2751
C 0.51038 -3.42817 -1.78354 -0.4069
C 6.16683 0.06667 -0.27203 -0.2346
H 1.99137 3.08377 -0.23411 0.1969
H -3.50390 1.76718 -2.56433 0.1977
H -2.12308 3.52898 -1.37913 0.2031
C 0.08165 -3.74724 1.57637 -0.3997
C -1.27703 -3.05979 1.43085 -0.4077
H -1.78085 -2.83394 -0.66968 0.2010
C 2.24620 1.06882 0.36010 0.1119
C -4.38568 1.16425 0.59146 -0.1928
H 0.86126 -2.99064 1.67523 0.2059
H -0.43146 -5.18634 0.04532 0.1880
C -4.68355 1.87536 -0.70370 -0.2687
C 5.16103 -0.85553 -0.23628 -0.1881
C -1.43845 -2.21619 0.15842 -0.2264
N 0.19099 2.38396 0.48067 -0.6433
```

Summary:
- Energy above the lowest of the compared OMol25 structures with the same formula, charge and spin: 0.0000 eV
- HOMO-LUMO gap: 8.61 eV
- E_HOMO: -0.3071 hartree
- SMILES: O=C(c1nc2ccc(Cl)cn2c1CNCC[C@@H]1C[C@@H]2C=C[C@H]1C2)N1CCCCCCC1

=====

(2)
3 unconnected molecules or ions with the total composition C16H38BrNO8P. Source: OMol25; level of theory: ωB97M-V/def2-TZVPD.

```
65
Properties=species:S:1:pos:R:3:nbo_charge:R:1
C -0.86588 3.28064 1.40407 -0.4668
C 5.76938 -1.95487 -2.01655 -0.0909
H -3.84355 3.72884 5.08964 0.2048
Br 1.60561 2.88140 4.04408 -0.1616
H -1.46904 3.96982 -2.19016 0.5037
H -2.56524 -0.99924 -3.13562 0.1813
H -5.23035 0.69429 0.95334 0.2024
H -2.35840 0.65349 2.13715 0.1733
H -2.97224 -0.07087 0.64486 0.2016
H 1.03010 3.03959 -1.33430 0.4516
H -4.70644 -0.32191 2.31388 0.1894
H -3.05401 -3.33077 -2.40931 0.1791
H 2.94590 -1.88495 0.90863 0.1963
O -2.89890 1.98535 0.54652 -0.5086
H -0.23177 -5.30554 -1.86272 0.1981
C -3.12303 0.79306 1.34105 -0.1112
H -3.44642 3.09700 2.81123 0.1595
H 2.52566 -0.58842 -0.22918 0.1339
H 0.54189 -1.64649 -0.66083 0.1918
H 7.38913 -3.06644 -0.11086 0.1768
H 6.87301 -1.84595 1.07096 0.1926
H -5.25854 4.02655 4.06059 0.2185
O -1.19970 -1.51225 -1.71455 -0.5683
H -2.77962 -3.20236 -4.15241 0.1945
H -1.18733 4.32906 1.23352 0.2544
C -4.58178 0.68258 1.85858 -0.0839
H -0.88131 3.13567 2.49788 0.2514
N 0.52922 2.58790 -0.56638 -0.5514
H 0.80791 1.59829 -0.56343 0.4503
H 3.87300 -1.94140 -3.00377 0.1888
C 3.30559 -1.30178 0.06102 -0.2483
H 0.58338 -2.47626 -2.22534 0.2092
O 3.56797 -2.19088 -1.00831 -0.5532
C -4.68533 3.22464 4.56403 -0.6148
H 6.27180 -1.53072 -2.89072 0.1900
H -1.17494 -4.04371 -1.05026 0.1691
H -1.99703 -5.45748 -1.77095 0.1764
C 0.21782 -1.59283 -1.69980 -0.2567
H 0.64564 -0.69192 -2.15994 0.1366
H 4.20546 -0.76213 0.36477 0.1906
O 1.40432 0.64843 1.79654 -0.9859
H 5.67258 -2.93961 0.35804 0.1749
H -0.90110 1.26676 0.65462 0.1720
H 5.89199 -3.04145 -2.05511 0.1836
C -2.29904 -3.12248 -3.17323 -0.0905
C 4.29951 -1.57710 -2.06415 -0.0887
H -3.30463 1.65217 3.92309 0.1576
O -1.35037 3.94123 -1.23455 -0.6754
C 0.61353 3.23678 0.80568 -0.3847
C -4.00601 2.36177 3.43904 -0.0712
H 4.18013 -0.48863 -2.03834 0.1634
H -5.30109 2.60715 5.23613 0.2233
O -1.26098 -4.09007 -3.13684 -0.5464
C -1.52641 2.17998 0.48259 0.1004
H 1.09738 4.21354 0.61855 0.2643
O 6.40535 -1.41340 -0.86744 -0.5511
C -0.94401 2.65447 -0.90747 0.2244
H -1.22975 1.83855 -1.60687 0.2190
P 1.85403 2.27867 1.88842 1.0037
C -1.74721 -1.71659 -3.01603 -0.0917
H 0.89235 0.40144 2.58016 0.5090
H -1.00114 -1.50579 -3.78902 0.1785
O -5.03537 1.75139 2.67596 -0.5256
C -1.16920 -4.75096 -1.88289 -0.2565
C 6.58757 -2.37525 0.16269 -0.2568
```

Summary:
- Net charge: +1
- Energy above the lowest of the compared OMol25 structures with the same formula, charge and spin: 1.1050 eV
- HOMO-LUMO gap: 7.93 eV
- E_HOMO: -0.4173 hartree

=====

(3)
A molecular structure, C7H26Na3O10V. Source: OMol25; level of theory: ωB97M-V/def2-TZVPD.

```
47
Properties=species:S:1:pos:R:3:nbo_charge:R:1
H -0.94578 0.47973 5.19114 0.2295
H -1.72769 -3.93760 -1.69498 0.4313
O 4.58850 -0.41826 0.49576 -0.9628
H 1.89961 -1.58890 -1.07570 0.1047
H 0.75522 -0.05606 5.11262 0.2149
H -0.59172 0.02136 -1.34475 0.1146
H 2.73904 1.21010 0.90505 0.4803
Na -2.70241 -1.58538 -3.73507 0.9738
C -2.92259 1.67769 -3.50459 -0.1097
H -0.37614 -1.19701 5.60276 0.2175
H 0.15274 -1.63150 3.22830 0.1189
H 0.95330 -1.20550 0.34257 0.1636
O -2.22881 1.07519 -4.58318 -0.9372
O 2.04405 3.40976 -0.66806 -0.9788
Na -0.01170 2.08373 -1.88284 0.9037
H -3.73605 3.58077 -2.70469 0.1735
C -0.17063 0.37087 2.61328 -0.6275
H -0.31105 0.04427 1.58288 0.1875
O -0.83376 -3.07852 1.57134 -0.9649
Na 2.69402 -0.08705 -3.06095 0.9371
H 0.88602 0.59906 2.75299 0.2132
H 2.82671 3.89396 -0.93116 0.4783
C -2.84922 3.28789 -3.26669 -0.0926
H -1.22680 -3.73621 -0.28061 0.4913
O -1.32346 -4.40165 -0.96184 -0.9253
H 2.38105 2.63606 -0.21634 0.5014
H -1.95599 -1.57615 2.60637 0.4699
C 1.20402 -0.85974 -0.66027 -0.0936
V -0.27468 0.04642 -5.09392 1.2659
H 4.17396 1.26142 1.38491 0.4905
O -0.19226 -0.82093 -2.91281 -1.1167
H -0.74520 -1.77850 -1.25562 0.1511
H 0.01084 -2.82634 1.94455 0.4846
C -0.45778 -0.79184 3.56047 0.1038
H -3.96284 1.38450 -3.36310 0.1684
H -3.09057 3.76945 -4.21429 0.1694
O -1.78162 3.90195 -2.62787 -0.7778
H 3.64057 -0.40667 0.36339 0.4874
H -0.66628 1.27939 2.95535 0.2264
H -1.22224 -3.65811 2.22662 0.4944
C -0.28043 -0.34364 4.93141 -0.6259
O -1.84281 -1.08614 3.42410 -0.7336
H -2.44711 1.19134 -2.65284 0.1098
H 4.80113 -1.34219 0.62756 0.4735
O 3.37045 1.78001 1.34408 -0.9787
O 1.85822 0.36667 -0.56164 -1.0343
C -0.10164 -0.93748 -1.51372 -0.0706
```

Summary:
- Net charge: +1
- HOMO-LUMO gap (alpha / beta): 2.81 / 4.54 eV
- E_HOMO (alpha / beta): -0.3292 / -0.3836 hartree
- Multiplicity: 4

=====

(4)
C4H7NO in the gas phase. Source: OMol25; level of theory: ωB97M-V/def2-TZVPD.

```
13
Properties=species:S:1:pos:R:3:nbo_charge:R:1
H -0.75147 -0.43854 1.51913 0.2053
N 0.69093 -1.09532 -0.00326 -0.5869
H 1.38336 0.20232 -1.50950 0.2182
C -1.64568 -0.07908 -0.41756 -0.6147
H -2.19029 0.81740 -0.09781 0.2205
H -2.33336 -0.92876 -0.35175 0.2197
H -1.36171 0.04974 -1.46718 0.2132
C -0.43253 -0.23142 0.49133 -0.1615
H 1.07708 -1.59578 0.79577 0.3646
H 2.57173 0.38433 -0.22656 0.2218
O 0.75810 1.81616 1.23632 -0.5215
C 1.51387 0.14364 -0.43187 -0.3541
C 0.57409 0.90830 0.47083 0.5756
```

Summary:
- Energy above the lowest of the compared OMol25 structures with the same formula, charge and spin: 2.0529 eV
- HOMO-LUMO gap: 10.58 eV
- E_HOMO: -0.3538 hartree
- SMILES: C[C@H]1NCC1=O

=====

(5)
C3H6N2O3 in the gas phase. Source: OMol25; level of theory: ωB97M-V/def2-TZVPD.

```
14
Properties=species:S:1:pos:R:3:nbo_charge:R:1
O 0.13241 -1.02011 -2.67137 -0.6483
O -0.52173 0.55730 2.80666 -0.5776
H 1.25222 1.12671 0.64034 0.2233
H 0.98175 -0.53442 1.04657 0.2465
C 0.56278 -0.78756 -1.56470 0.8789
O 1.65826 -1.39411 -1.08021 -0.6961
C 0.49370 0.34583 0.63399 -0.3223
H -1.87387 1.60430 0.13764 0.3784
N -1.64749 1.48199 1.11031 -0.8329
C -0.60375 0.73346 1.61637 0.6692
N 0.01174 0.10278 -0.71447 -0.6306
H 2.03291 -1.89707 -1.81867 0.5082
H -2.48142 1.54391 1.67168 0.4037
H -0.93065 0.34338 -0.93917 0.3996
```

Summary:
- Energy above the lowest of the compared OMol25 structures with the same formula, charge and spin: 0.1694 eV
- HOMO-LUMO gap: 10.61 eV
- E_HOMO: -0.3715 hartree
- SMILES: NC(=O)CNC(=O)O

=====

Values of largest force on an atom, in order: 0.0176, 0.0586, 0.0888, 0.0203, 0.0233, all in Eh/bohr.